Below is a cluster of 15 separate species, C45H90O23 in total in a non-equilibrium geometry, with properties calculated with wB97M-V/def2-TZVPD.

The geometry in XYZ format:
```
158
Properties=species:S:1:pos:R:3:forces:R:3
C 10.38990 -4.26630 -15.95566 0.42 -1.00 0.35
O 10.05989 -2.89405 -16.11160 0.06 0.11 -0.21
C 11.06380 -2.05028 -15.89126 -0.09 0.12 0.02
O 12.19631 -2.35279 -15.63910 0.28 -0.13 0.15
O 10.58961 -0.80796 -15.99177 -0.09 0.17 0.17
C 11.46898 0.23580 -15.53034 -0.32 -0.04 -0.75
H 10.60190 -4.50533 -14.91218 -0.32 0.13 0.05
H 11.29576 -4.60220 -16.46495 -0.06 0.58 -0.40
H 9.55551 -4.84973 -16.33102 -0.12 0.09 0.06
H 11.17934 1.11803 -16.09720 -0.01 0.02 0.07
H 11.28930 0.41143 -14.47361 0.25 -0.10 0.12
H 12.49354 -0.02464 -15.77576 0.09 0.03 0.32
C 4.43077 -10.55410 -11.59271 -0.01 0.71 0.20
O 4.97400 -11.58118 -12.42449 -0.47 -0.27 0.22
C 5.83550 -11.16965 -13.34163 -0.05 0.12 0.33
O 6.24516 -10.04338 -13.46865 0.14 0.15 -0.25
O 6.14339 -12.21944 -14.08303 -0.12 -0.48 -0.17
C 7.11656 -12.08155 -15.10073 0.66 -0.27 -0.21
H 3.99062 -9.76741 -12.20567 0.21 0.05 0.01
H 5.21354 -10.15014 -10.95284 -0.04 0.08 -0.05
H 3.63448 -10.93051 -10.95899 0.13 -0.56 -0.16
H 8.11840 -12.21221 -14.68306 -0.06 0.29 0.12
H 7.06260 -11.13418 -15.62860 -0.16 0.08 0.10
H 6.96721 -12.90821 -15.79055 -0.27 0.08 -0.05
C 7.87466 -10.65267 -6.18611 -0.17 -0.52 0.59
O 8.59373 -10.44499 -7.39136 -0.10 0.12 0.14
C 7.86194 -10.42092 -8.51041 0.29 -0.27 -0.25
O 6.74970 -10.85710 -8.65196 -0.25 0.28 0.04
O 8.62199 -9.88446 -9.44667 0.68 0.49 -0.08
C 7.99290 -9.54946 -10.67762 -0.66 -0.65 -0.42
H 7.80111 -9.71445 -5.63649 -0.03 0.05 -0.11
H 8.41752 -11.37088 -5.57062 0.15 0.10 -0.13
H 6.88673 -11.07002 -6.37031 -0.01 0.15 -0.14
H 8.70544 -9.12208 -11.37293 0.35 0.04 0.34
H 7.19262 -8.83682 -10.50858 -0.08 0.01 -0.01
H 7.61087 -10.45917 -11.14230 -0.13 0.09 0.02
C 10.90629 -12.98711 -11.04360 0.51 -0.01 0.22
O 10.13827 -11.94660 -11.64199 -0.42 0.02 0.05
C 10.50978 -11.38153 -12.77630 0.13 0.09 0.35
O 9.86069 -10.51314 -13.29126 0.01 0.03 -0.25
O 11.68121 -11.85402 -13.22037 0.05 -0.21 -0.03
C 12.06362 -11.44646 -14.52507 0.13 0.17 -0.74
H 10.27168 -13.43238 -10.28637 -0.11 -0.03 -0.04
H 11.78766 -12.56436 -10.55716 -0.04 -0.01 -0.06
H 11.22774 -13.72519 -11.77343 -0.12 -0.05 -0.02
H 11.79725 -10.40913 -14.72315 0.02 0.00 0.17
H 11.58581 -12.06106 -15.29353 -0.12 -0.04 0.23
H 13.13765 -11.58378 -14.61781 0.01 0.01 0.22
C 2.89032 -7.30526 -13.40619 0.20 0.19 0.48
C 3.10944 -6.90278 -14.83230 -0.29 -0.53 -0.06
O 4.21935 -6.66990 -15.24792 0.35 0.27 -0.19
C 1.90888 -6.91490 -15.74774 -0.14 -0.17 0.44
H 2.62821 -8.36499 -13.36460 -0.07 0.02 0.01
H 2.09908 -6.74659 -12.90169 -0.14 -0.03 -0.22
H 3.81174 -7.14110 -12.84730 0.04 -0.19 -0.04
H 2.06079 -6.24580 -16.58868 -0.11 0.01 -0.06
H 1.00240 -6.70191 -15.17912 0.00 0.31 -0.17
H 1.76275 -7.93643 -16.10750 0.17 0.01 -0.13
C 6.63488 -1.02678 -8.52509 0.24 -0.12 -0.16
C 7.21228 -2.42370 -8.43526 -0.53 -0.20 0.83
O 8.17387 -2.66038 -7.73776 0.12 0.05 -0.37
C 6.42738 -3.52393 -9.10885 0.41 0.09 -0.31
H 6.02187 -0.90028 -9.41648 0.11 0.12 -0.06
H 7.45381 -0.31166 -8.47028 -0.10 0.10 -0.11
H 5.98915 -0.85647 -7.66133 0.02 -0.12 0.05
H 6.51992 -3.40062 -10.19293 -0.17 0.02 0.03
H 5.37295 -3.44106 -8.84232 -0.04 -0.02 -0.07
H 6.82942 -4.50120 -8.85252 -0.03 0.00 0.10
C 8.52656 -6.84220 -8.03420 0.30 -0.29 0.27
C 9.93149 -6.58618 -8.52553 -0.29 0.46 0.23
O 10.85678 -7.28580 -8.19570 0.22 -0.19 -0.07
C 10.11970 -5.38047 -9.41193 0.29 -0.53 -0.36
H 8.24138 -6.03866 -7.34992 -0.08 0.11 -0.17
H 8.55479 -7.77244 -7.46943 -0.18 -0.06 -0.09
H 7.82322 -6.89594 -8.86723 -0.03 0.07 0.02
H 9.61888 -5.61287 -10.35665 -0.17 0.25 0.05
H 11.18418 -5.28238 -9.62167 -0.02 0.25 0.10
H 9.69378 -4.47824 -8.97582 -0.04 0.02 0.01
C 11.45820 -7.75368 -11.75540 -0.34 -0.17 0.30
C 11.72030 -7.36446 -13.18627 0.15 0.37 0.75
O 10.88457 -6.71642 -13.77553 0.04 -0.03 -0.57
C 13.06981 -7.70337 -13.76029 -0.27 -0.46 -0.09
H 10.45371 -7.41852 -11.50265 -0.04 -0.13 0.00
H 12.13386 -7.28714 -11.03423 0.21 0.01 -0.24
H 11.51906 -8.83215 -11.58968 0.06 0.02 -0.11
H 13.13046 -7.50099 -14.82549 0.00 0.20 0.02
H 13.25710 -8.76967 -13.60248 0.15 0.10 0.11
H 13.82125 -7.13728 -13.20998 0.09 -0.03 -0.04
C 9.36619 -9.30541 -16.13212 -0.04 0.55 -0.27
C 9.68109 -8.04833 -16.90806 -0.24 0.20 0.44
O 8.81380 -7.25880 -17.21318 0.00 0.01 -0.25
C 11.13454 -7.69234 -17.05123 0.30 0.41 0.03
H 8.29795 -9.37906 -15.95902 -0.04 -0.06 -0.12
H 9.82398 -9.16628 -15.15303 0.20 -0.35 0.01
H 9.75043 -10.18694 -16.64662 0.09 -0.07 0.21
H 11.32858 -6.97297 -17.84550 -0.23 -0.19 -0.23
H 11.80869 -8.54414 -17.13024 -0.07 -0.06 0.02
H 11.36560 -7.14089 -16.13126 0.03 -0.24 0.08
C 5.82544 -8.80673 -17.09280 0.56 -0.20 0.53
C 4.95974 -10.03341 -17.24472 -0.20 0.30 0.32
O 5.03474 -10.74351 -18.21634 0.08 -0.22 -0.16
C 3.96137 -10.29764 -16.13892 -0.23 -0.19 -0.30
H 6.79506 -9.00469 -17.54684 -0.22 0.29 -0.49
H 6.05000 -8.55068 -16.05286 -0.33 -0.16 0.05
H 5.33342 -7.92612 -17.50288 0.05 -0.08 -0.25
H 4.38645 -10.02346 -15.17610 -0.18 0.03 0.08
H 3.60528 -11.32747 -16.16531 0.27 -0.06 0.07
H 3.07056 -9.69754 -16.34512 0.13 0.24 0.13
C 4.81428 -3.99068 -12.87267 0.51 -0.20 0.32
C 3.38472 -3.56997 -13.02740 -0.34 -0.71 0.33
O 2.70008 -3.30147 -12.06319 0.10 0.16 -0.02
C 2.78370 -3.59185 -14.40523 -0.76 0.57 -0.33
H 5.13320 -3.91465 -11.83290 -0.15 0.31 0.01
H 5.46548 -3.37529 -13.49347 -0.03 -0.06 -0.01
H 4.96946 -5.04904 -13.11394 -0.25 0.12 -0.44
H 3.04508 -2.67410 -14.94360 0.37 -0.20 -0.05
H 1.69428 -3.55264 -14.34166 0.04 -0.06 0.28
H 3.03676 -4.46386 -14.99993 0.46 0.13 -0.02
C 7.77559 -7.10710 -13.84430 -0.87 -0.21 0.69
C 7.76222 -6.25853 -12.60253 0.42 0.81 -0.51
O 7.40347 -6.63307 -11.50941 -0.18 -0.31 0.19
C 8.23557 -4.84047 -12.81243 0.88 -0.23 0.03
H 6.74100 -7.07984 -14.21863 0.12 -0.02 -0.15
H 7.96267 -8.14124 -13.55422 0.16 -0.04 -0.26
H 8.44608 -6.71086 -14.59583 0.11 -0.13 -0.07
H 9.22000 -4.89683 -13.29202 -0.17 -0.06 -0.13
H 8.42266 -4.33845 -11.86473 -0.56 0.18 0.02
H 7.58152 -4.30535 -13.50087 -0.10 0.11 0.16
C 8.43733 -1.41172 -13.18484 0.34 -0.15 0.72
C 7.31754 -0.84124 -14.00211 0.21 0.28 -0.22
O 6.18256 -1.23944 -13.89398 -0.22 -0.27 0.04
C 7.64474 0.30548 -14.91900 -0.62 0.51 -0.21
H 8.98109 -2.21660 -13.68304 -0.09 0.15 -0.33
H 8.05162 -1.83959 -12.25736 -0.14 0.03 -0.09
H 9.15328 -0.63362 -12.91576 0.07 -0.03 -0.12
H 8.21697 0.00959 -15.79794 0.20 -0.17 0.18
H 8.17072 1.09983 -14.38410 0.23 -0.18 -0.02
H 6.70217 0.73334 -15.26592 0.04 -0.10 -0.04
C 6.70965 -4.11158 -16.37635 0.55 0.14 -0.04
C 6.17765 -3.96041 -17.78106 -0.06 -0.19 -0.07
O 6.55711 -3.07691 -18.51255 -0.05 0.03 0.03
C 5.17620 -4.99968 -18.22181 -0.15 0.05 -0.07
H 7.52292 -3.39546 -16.24689 -0.18 0.13 0.12
H 7.13579 -5.10714 -16.21532 -0.30 -0.10 -0.08
H 5.91916 -3.94255 -15.64374 -0.01 -0.05 -0.01
H 4.40046 -5.13162 -17.46424 0.13 -0.12 0.06
H 5.70559 -5.94842 -18.33703 -0.04 -0.01 0.08
H 4.71111 -4.74224 -19.17081 0.13 0.13 -0.03
C 4.64147 -7.34044 -9.73719 -0.08 0.08 0.52
C 3.13848 -7.26643 -9.83796 -0.23 0.26 -0.56
O 2.45858 -8.22658 -10.11903 0.09 -0.30 0.07
C 2.52307 -5.89899 -9.68212 0.05 -0.03 0.37
H 5.02896 -6.42686 -9.28513 0.15 -0.04 -0.07
H 5.07812 -7.44728 -10.73147 0.01 -0.03 -0.01
H 4.92867 -8.19418 -9.12156 0.05 -0.09 -0.14
H 3.18751 -5.14630 -10.10714 -0.18 0.14 -0.03
H 2.40503 -5.68686 -8.61302 0.19 0.04 -0.03
H 1.52640 -5.85481 -10.11094 0.04 -0.04 -0.20
```
Positions in Å, forces in eV/Å.

- Relative energy (zero: lowest compared OMol25 entry of this formula, charge and spin): 0.0000 eV
- LUMO: 0.27 eV
- Total energy: -95217.675 eV
- Kohn-Sham gap: 9.55 eV
- Max |F|: 1.1 eV/Å